1.
11
Properties=species:S:1:pos:R:3:nbo_charge:R:1 method="wB97M-V/def2-TZVPD" smiles="NP(N)(=[NH2+])Cl" total_charge=+1 spin_multiplicity=1 homo_ev=-15.6
N 0.13189 -1.44803 -0.57544 -1.16
N -0.04737 1.27864 -1.00446 -1.22
N 0.69656 0.25357 1.36342 -1.13
P -0.25985 0.05037 0.00870 2.03
Cl -2.36642 0.02944 0.41809 -0.21
H -0.59348 -1.94884 -1.02913 0.44
H 0.83519 -1.97000 -0.04496 0.45
H -0.16037 1.23479 -2.00690 0.46
H 0.58717 2.06504 -0.90354 0.46
H 0.72399 -0.63934 1.91744 0.44
H 0.45270 1.09437 1.85677 0.44

---

2.
26
Properties=species:S:1:pos:R:3:nbo_charge:R:1 method="wB97M-V/def2-TZVPD" smiles="CC(=O)N(C)O.CC(C)N" spin_multiplicity=1 homo_ev=-9.0
C -1.54169 0.52505 -0.26502 -0.04
C -2.77911 1.42604 -0.33338 -0.62
C -1.18783 -0.03241 -1.64111 -0.62
N -0.37991 1.20099 0.27263 -0.83
H -1.77060 -0.31173 0.41061 0.17
H -0.60243 1.69066 1.12443 0.36
H -0.00976 1.87068 -0.39044 0.36
H -0.23344 -0.54467 -1.59910 0.21
H -2.58957 2.28231 -0.97965 0.20
H -3.63359 0.88112 -0.72956 0.20
H -3.03769 1.79277 0.65803 0.20
H -1.95499 -0.71978 -1.99025 0.21
H -1.10513 0.77956 -2.36158 0.20
C 2.67495 -0.94183 -0.92477 -0.43
C 0.75152 -0.48700 2.26764 -0.70
N 1.61043 -0.99296 0.06104 -0.19
C 1.55242 -0.06297 1.05911 0.72
O 1.18390 -2.30575 0.34068 -0.56
O 2.17849 0.96659 0.97507 -0.64
H 0.35517 -2.44501 -0.13740 0.47
H 3.52477 -1.55574 -0.61573 0.20
H 2.97883 0.09255 -1.00519 0.24
H 2.31177 -1.30481 -1.88333 0.19
H -0.24592 -0.82599 1.98295 0.22
H 0.68798 0.34539 2.95987 0.23
H 1.26144 -1.32308 2.74446 0.23

---

3.
43
Properties=species:S:1:pos:R:3:mulliken_spin:R:1 method="wB97M-V/def2-TZVPD" total_charge=+2 spin_multiplicity=7 homo_ev="-14.1 / -14.1"
I -0.06902 -0.43467 -5.88990 0.00
I -0.07985 2.23607 -6.28202 0.00
Eu -0.09683 1.06894 -0.85809 6.58
P -3.00327 1.38524 -0.05066 -0.16
C -3.91960 1.19012 -1.59728 -0.01
C -3.68462 0.05669 1.03556 -0.01
H -4.78422 0.11973 1.15285 -0.01
H -4.68422 2.95385 0.90608 -0.01
H -3.17917 0.14651 2.01358 0.00
H -3.01895 3.06897 1.63207 0.00
H -3.59585 0.25517 -2.07154 0.00
H -3.37781 -0.91362 0.60396 0.00
C -3.60268 2.94012 0.70538 -0.01
H -5.00484 1.19592 -1.51929 -0.01
H -3.31309 3.73961 0.00308 0.00
H -3.59954 1.99733 -2.26460 0.00
P 2.80686 1.37450 -0.01561 -0.15
C 3.74348 1.15935 -1.55179 -0.01
C 3.42473 2.91523 0.73896 -0.01
H 2.89846 0.11816 2.04408 0.00
H 4.54318 0.10039 1.26661 -0.01
H 3.16568 -0.92920 0.63765 0.00
C 3.45144 0.03779 1.09041 -0.01
H 2.83598 3.04975 1.66011 0.00
H 4.50402 2.91944 0.94428 0.00
H 4.82934 1.16542 -1.46354 -0.01
H 3.43243 1.96635 -2.22542 0.00
H 3.14533 3.70857 0.02719 0.00
H 3.42345 0.22261 -2.02680 0.00
Cl -0.09603 2.22528 1.47390 -0.16
N 0.48581 -5.16142 1.24789 0.00
C 0.29939 -3.84238 0.94235 0.00
C 0.56505 -3.37917 -0.37327 0.00
C 0.34445 -2.04958 -0.70707 0.00
N -0.08007 -1.15402 0.24129 -0.03
C -0.26693 -1.55351 1.53056 0.00
C -0.11097 -2.89135 1.90724 0.00
H 0.78703 -5.80956 0.51726 0.00
H 0.26453 -5.48743 2.20790 0.00
H 0.94649 -4.04395 -1.14881 0.00
H 0.51407 -1.69273 -1.74666 0.00
H -0.52399 -0.83648 2.32138 0.00
H -0.31968 -3.13804 2.94070 0.00

---

4.
8
Properties=species:S:1:pos:R:3:nbo_charge:R:1 method="wB97M-V/def2-TZVPD" spin_multiplicity=1 homo_ev="-11.5 / -8.2"
C -0.93190 -1.29798 0.48936 0.15
N -0.50029 -0.97460 -0.78376 -0.72
N -0.18215 -0.89654 1.42182 -0.09
O 0.43413 2.47013 -0.73771 -0.62
O 0.97816 -0.25576 0.94592 -0.46
S 0.85716 -0.27362 -0.74543 1.09
H -1.85461 -1.71724 0.71479 0.22
H 1.19950 2.94561 -1.30499 0.42

---

5.
94
Properties=species:S:1:pos:R:3:mulliken_spin:R:1 method="wB97M-V/def2-TZVPD" total_charge=+2 spin_multiplicity=2 homo_ev="-8.5 / -12.7"
O -0.65823 0.11495 -2.88136 -0.03
H 0.18473 0.43303 -2.50351 0.00
C -2.37423 -3.96044 -1.29888 0.00
C -1.35787 -3.33065 -2.17939 0.00
O -0.17409 -3.67269 -2.16426 0.00
N -1.86252 -2.24415 -3.03252 -0.04
H -2.71798 -1.88129 -2.63677 0.01
H -1.22171 -1.47507 -2.89843 0.00
C -2.06603 -2.81510 -4.52851 0.05
H -3.40068 -3.83544 -1.64366 0.00
H -2.30914 -3.41982 -0.35465 0.01
H -2.20948 -5.03381 -1.20489 0.00
H -1.29052 -3.57783 -4.59874 0.00
H -1.89008 -2.00504 -5.23629 -0.02
H -3.11555 -3.07636 -4.66399 0.00
C 1.11585 2.86634 -6.22106 0.02
C 1.41713 1.95270 -5.04346 0.67
O 1.66544 2.48029 -3.92891 0.19
N 0.87600 0.52369 -5.05032 -0.03
H 0.47101 0.40959 -4.13214 0.01
H 0.05923 0.37804 -5.62631 0.02
C 2.02311 -0.49599 -4.98643 0.10
H 1.55601 3.86287 -6.25699 0.01
H 0.09523 3.23273 -6.11075 0.04
H 1.17230 2.30566 -7.15410 -0.01
H 2.82669 -0.03703 -4.41049 -0.01
H 2.26215 -0.61152 -6.04360 -0.03
H 1.73605 -1.40940 -4.46548 -0.01
C -1.86166 3.28120 -2.06760 0.01
C -3.15393 2.72416 -2.67900 0.01
O -4.10038 3.40767 -3.03433 -0.01
N -3.25538 1.24269 -2.97320 -0.01
H -2.31826 0.89015 -2.84043 0.01
H -3.84006 0.69139 -2.36139 -0.01
C -3.60600 1.01742 -4.42090 0.02
H -1.66467 2.50623 -1.32684 0.00
H -2.09903 4.24934 -1.62661 0.00
H -1.10225 3.42570 -2.83604 0.01
H -3.28990 1.78129 -5.13132 -0.01
H -4.68119 0.84100 -4.45160 0.00
H -3.17031 0.04785 -4.66218 0.01
C -2.17777 2.56316 5.90655 0.00
C -1.03869 1.57423 6.12225 0.00
C -0.89420 0.52141 4.93561 0.00
C -0.49371 1.04927 3.49452 0.00
P 0.37058 -0.29882 2.49457 -0.01
C 1.99020 -0.61276 3.28832 0.00
C 2.83377 0.61303 3.61259 0.00
C 4.28754 0.25581 4.16152 0.00
C 5.35754 0.10074 3.14543 0.00
C -0.66002 -1.83304 2.44787 0.00
C -0.30588 -2.92567 3.47777 0.00
C -1.19109 -4.17547 3.39922 0.00
C -1.03487 -5.05508 2.06912 0.00
C 0.65597 0.34370 0.71503 -0.01
C 1.25106 1.78211 0.58981 0.00
C 2.55780 1.77407 -0.19252 0.00
C 2.77308 3.09540 -0.93605 0.00
H -3.08652 2.08287 5.54376 0.00
H -1.91801 3.29750 5.14408 0.00
H -2.53270 3.12723 6.76908 0.00
H -1.06279 1.00992 7.05450 0.00
H -0.15764 2.20421 6.24462 0.00
H -1.69731 -0.20586 4.81643 0.00
H -0.17434 -0.14408 5.41208 0.00
H 0.10319 1.94667 3.65727 0.00
H -1.35490 1.40725 2.93033 0.00
H 2.64927 -1.24917 2.69780 0.00
H 1.84901 -1.08074 4.26258 0.00
H 2.32996 1.17611 4.39821 0.00
H 2.97449 1.26002 2.74673 0.00
H 4.37287 -0.61343 4.81364 0.00
H 4.48825 1.04848 4.88227 0.00
H 5.18867 -0.90110 2.75059 0.00
H 6.34398 0.08417 3.60886 0.00
H 5.29880 0.75759 2.27756 0.00
H -0.55236 -2.16809 1.41625 0.01
H -1.69468 -1.51556 2.31831 0.00
H -0.27267 -2.49868 4.48010 0.00
H 0.75116 -3.15052 3.33558 0.00
H -2.20057 -3.76748 3.45022 0.00
H -0.99653 -4.73561 4.31382 0.00
H -1.38733 -4.58165 1.15275 0.00
H -1.58170 -5.97961 2.25435 0.00
H 0.04184 -5.18342 2.18018 0.00
H -0.25169 0.28406 0.11446 0.02
H 1.26294 -0.41318 0.21821 0.00
H 1.38231 2.42219 1.46225 0.00
H 0.47328 2.33544 0.06351 0.00
H 2.60439 0.99506 -0.95350 0.00
H 3.44272 1.68793 0.43803 0.00
H 3.68067 3.26541 -1.51525 0.00
H 2.72548 3.84947 -0.15043 0.00
H 2.00729 3.39018 -1.65353 0.01

---

6.
45
Properties=species:S:1:pos:R:3:nbo_charge:R:1 method="wB97M-V/def2-TZVPD" total_charge=+1 spin_multiplicity=1 homo_ev=-11.3
Ir -0.04074 -0.27719 -0.00881 1.06
Cl -4.31809 -1.80406 1.84259 0.08
C -4.04425 -1.00162 0.35225 -0.07
C -5.12175 -0.78053 -0.53208 -0.22
C -4.94551 -0.08923 -1.69624 -0.01
Cl -6.29240 0.19416 -2.73416 0.06
C -3.66703 0.41291 -2.05993 -0.11
C -3.37682 1.21940 -3.17786 -0.07
C -2.10461 1.70019 -3.34529 -0.27
C -1.09470 1.32591 -2.44978 0.11
N -1.31718 0.51041 -1.43695 -0.45
C -2.60568 0.11648 -1.19325 0.12
C -2.79064 -0.54845 0.03204 0.30
O -1.71499 -0.63612 0.83289 -0.62
H -6.10210 -1.14865 -0.26475 0.26
H -4.16594 1.47400 -3.87222 0.25
H -1.85683 2.35869 -4.16479 0.25
H -0.08543 1.68436 -2.57022 0.22
C 0.39046 -1.22172 3.59160 -0.66
C 1.36135 -1.67276 2.54929 0.29
C 2.42840 -2.53129 2.82250 -0.26
C 3.26463 -2.93716 1.80249 -0.10
C 3.06796 -2.49490 0.49276 -0.29
C 2.02824 -1.61887 0.29762 0.37
N 1.21107 -1.23980 1.30457 -0.47
N 1.49087 -0.99286 -0.85421 -0.86
Si 2.28369 -1.25328 -2.46145 1.78
C 2.13686 -3.05757 -2.88460 -1.14
C 4.04281 -0.68255 -2.25699 -1.13
C 1.48242 -0.21866 -3.77486 -1.14
H 0.90493 -0.64309 4.35945 0.25
H -0.06364 -2.08506 4.07830 0.25
H -0.39733 -0.61587 3.15084 0.24
H 2.57726 -2.88082 3.83419 0.24
H 4.07922 -3.61716 2.01350 0.24
H 3.69798 -2.82873 -0.31572 0.24
H 2.58774 -3.70911 -2.13513 0.24
H 2.63000 -3.26279 -3.83719 0.26
H 1.08888 -3.34779 -2.98490 0.25
H 4.63846 -1.27452 -1.56444 0.24
H 4.08643 0.35923 -1.93444 0.25
H 4.52387 -0.74467 -3.23690 0.26
H 0.43911 -0.47286 -3.96310 0.25
H 2.03550 -0.42490 -4.69612 0.26
H 1.57852 0.84964 -3.58645 0.24

---

Record order is preserved below.
Molecular weight: 114.50 148.21 687.50 106.11 498.75 584.58 u
Record order is preserved below.
DFT total energy: -26374.211 -13555.265 -81394.431 -18974.084 -48843.526 -61250.009 eV